ORCA calculation (the ωB97M-V functional and the def2-TZVPD basis) on 2 unconnected molecules or ions with the total composition C38H53N4O5 in a non-equilibrium geometry.

The total charge is +1. The calculation puts the HOMO-LUMO gap at 8.795 eV. As for the largest force on an atom: 0.033 Eh/bohr. For the HOMO energy, the calculation gives -11.44 eV. The multiplicity is 1. The calculation puts the LUMO energy at -2.65 eV.

Last column: Löwdin charge in e.
Cartesian coordinates (Å):
C -0.95 -1.99 3.96  0.174
C -0.65 -1.37 2.97  -0.056
C -0.38 -0.44 1.85  -0.390
C 1.09 -0.68 1.43  -0.144
C 2.11 -0.30 2.51  -0.176
C 3.46 -0.94 2.16  -0.271
N 3.93 -0.43 0.86  0.007
N -1.21 -0.81 0.65  0.202
C -2.43 -0.20 0.65  -0.269
N -3.10 0.02 -0.45  0.144
C -2.67 -0.34 -1.80  -0.133
C -3.37 0.59 -2.83  -0.182
C -4.20 -0.18 -3.89  -0.243
C -5.20 0.77 -4.60  -0.092
N -2.93 0.12 1.87  0.006
O -4.30 0.34 1.82  -0.100
C -4.92 -0.40 2.90  -0.199
C -6.42 -0.48 2.68  -0.050
C -2.16 1.13 2.65  -0.183
C -2.75 2.54 2.61  -0.115
C -2.20 3.35 3.83  -0.370
C -2.40 4.85 3.52  -0.066
C -3.06 3.00 5.08  -0.060
C -0.66 1.01 2.25  -0.183
C -0.18 2.03 1.20  -0.127
C 0.46 3.31 1.79  -0.128
C 1.56 3.83 0.84  -0.170
O 1.50 5.27 0.82  -0.050
C 2.75 5.85 1.06  -0.519
C 3.07 6.02 2.52  0.027
O 3.45 6.16 0.16  0.158
H -1.22 -2.70 4.71  0.044
H 1.32 -0.19 0.49  0.105
H 1.18 -1.76 1.26  0.134
H 2.26 0.79 2.50  0.110
H 1.81 -0.62 3.51  0.116
H 3.28 -2.02 2.08  0.112
H 4.20 -0.78 2.93  0.114
H 4.90 -0.67 0.74  0.066
H 3.46 -0.95 0.12  0.047
H -0.66 -0.53 -0.16  0.129
H -3.99 0.48 -0.38  0.159
H -1.60 -0.22 -1.93  0.117
H -2.93 -1.37 -2.06  0.128
H -2.59 1.14 -3.37  0.116
H -3.98 1.36 -2.34  0.104
H -4.72 -0.99 -3.38  0.102
H -3.49 -0.55 -4.62  0.109
H -5.45 1.62 -3.96  0.066
H -4.77 1.13 -5.53  0.074
H -6.12 0.24 -4.78  0.072
H -4.69 0.12 3.84  0.114
H -4.48 -1.39 2.95  0.125
H -6.93 -0.40 3.64  0.082
H -6.81 0.33 2.05  0.082
H -6.71 -1.44 2.25  0.078
H -2.22 0.82 3.70  0.143
H -2.57 3.07 1.67  0.106
H -3.82 2.52 2.75  0.114
H -1.16 3.11 4.03  0.113
H -2.40 5.04 2.44  0.068
H -3.35 5.22 3.90  0.080
H -1.59 5.46 3.93  0.084
H -3.19 3.92 5.66  0.075
H -4.06 2.66 4.81  0.075
H -2.58 2.29 5.76  0.077
H -0.09 1.19 3.16  0.145
H -1.00 2.30 0.53  0.119
H 0.58 1.60 0.54  0.098
H 0.86 3.12 2.79  0.114
H -0.30 4.09 1.79  0.103
H 2.55 3.48 1.13  0.134
H 1.37 3.50 -0.18  0.129
H 2.93 5.07 3.03  0.082
H 2.36 6.72 2.97  0.095
H 4.09 6.37 2.63  0.091
C 7.43 -3.04 -4.68  -0.047
C 7.10 -2.38 -3.49  -0.052
C 5.88 -2.61 -2.90  -0.004
C 4.96 -3.48 -3.48  -0.085
C 5.29 -4.12 -4.68  -0.080
C 6.53 -3.90 -5.27  0.006
C 4.31 -5.02 -5.35  -0.276
O 4.59 -5.58 -6.39  0.118
C 2.98 -5.21 -4.72  -0.078
C 2.04 -6.01 -5.35  0.005
C 0.80 -6.21 -4.77  -0.052
C 0.50 -5.62 -3.54  -0.061
C 1.43 -4.82 -2.91  -0.011
C 2.67 -4.61 -3.50  -0.085
C 3.66 -3.72 -2.82  -0.276
O 3.39 -3.20 -1.75  0.078
H 8.40 -2.87 -5.14  0.112
H 7.81 -1.70 -3.04  0.109
H 5.62 -2.11 -1.97  0.110
H 6.78 -4.41 -6.19  0.124
H 2.27 -6.47 -6.30  0.124
H 0.06 -6.83 -5.26  0.110
H -0.47 -5.79 -3.08  0.105
H 1.20 -4.36 -1.96  0.113

ORCA calculation (the ωB97M-V functional and the def2-TZVPD basis) on 2 unconnected molecules or ions with the total composition C6H11N3O in a non-equilibrium geometry.

The value obtained for the energy relative to the best compared isomer or geometry (same formula, charge and spin) is 0.455 eV. The SMILES is Cc1c[nH]cn1.CC(N)=O. The total charge is 0. The calculation puts the HOMO-LUMO gap at 9.601 eV. As for the largest force on an atom: 0.022 Eh/bohr. For the HOMO energy, the calculation gives -8.88 eV. The multiplicity is 1. The calculation puts the LUMO energy at 0.72 eV.

Last column: natural (NBO) charge in e.
Cartesian coordinates (Å):
C -1.76 -1.20 1.93  -0.722
C -0.28 -1.29 2.21  0.674
O 0.28 -2.29 2.59  -0.593
N 0.31 -0.04 2.26  -0.834
H -2.32 -1.98 2.43  0.245
H -2.00 -1.15 0.87  0.223
H 1.31 0.02 2.42  0.392
H 0.06 0.63 1.55  0.387
H -2.13 -0.21 2.20  0.227
C -0.66 2.10 -1.76  -0.643
C 2.24 0.04 -1.65  0.164
C 0.29 0.95 -1.70  0.102
C 0.13 -0.31 -1.18  -0.138
N 1.62 1.14 -1.99  -0.468
N 1.37 -0.89 -1.18  -0.521
H 3.28 -0.13 -1.87  0.200
H 1.57 -1.87 -1.04  0.424
H -0.77 -0.83 -0.89  0.212
H -0.59 2.62 -0.80  0.213
H -1.70 1.88 -1.95  0.219
H -0.24 2.80 -2.47  0.236

ORCA calculation (the ωB97M-V functional and the def2-TZVPD basis) on a molecular structure, C18H24ClF16GaIO4 in a non-equilibrium geometry.

The value obtained for the energy relative to the best compared isomer or geometry (same formula, charge and spin) is 0.000 eV. The total charge is -1. The calculation puts the HOMO-LUMO gap at 7.199 eV. As for the largest force on an atom: 0.084 Eh/bohr. For the HOMO energy, the calculation gives -5.03 eV. The multiplicity is 1. The calculation puts the LUMO energy at 2.17 eV.

Last column: natural (NBO) charge in e.
Cartesian coordinates (Å):
C 5.38 3.07 -2.07  -0.641
C 4.66 1.78 -1.71  -0.223
I 5.33 1.03 0.21  -0.050
C 3.14 1.89 -1.76  -0.935
Ga 2.47 0.46 -3.05  1.150
Cl 2.94 1.25 -5.14  -0.621
C 0.51 0.05 -2.91  -0.896
C -0.26 1.35 -3.03  -0.401
C -1.70 1.27 -2.60  -0.415
C -2.38 2.57 -2.32  -0.075
O -1.56 3.52 -1.63  -0.510
C -0.98 4.42 -2.37  0.655
O -0.88 4.40 -3.53  -0.568
H 4.70 3.88 -2.13  0.206
H 5.88 2.96 -3.01  0.215
H 6.15 3.28 -1.37  0.208
H 4.97 1.05 -2.41  0.204
H 2.89 2.88 -2.06  0.204
H 2.78 1.74 -0.77  0.213
H 3.32 -0.87 -2.71  -0.361
H 0.25 -0.61 -3.72  0.201
H 0.25 -0.38 -1.97  0.197
H 0.26 2.09 -2.47  0.180
H -0.25 1.70 -4.04  0.208
H -2.25 0.73 -3.34  0.207
H -1.73 0.68 -1.70  0.185
H -3.19 2.37 -1.66  0.176
H -2.81 3.01 -3.18  0.187
H -0.62 5.26 -1.80  0.099
C -2.38 2.23 2.28  -0.142
C -2.02 2.40 3.77  0.595
C -0.99 1.42 4.33  0.516
F -1.43 0.15 4.24  -0.322
F -0.79 1.70 5.64  -0.325
F -3.15 2.36 4.51  -0.315
F -1.49 3.64 3.91  -0.326
O -3.55 1.49 1.99  -0.504
C -3.48 0.13 1.94  0.850
C -4.34 -0.52 3.02  0.503
F -3.94 -0.12 4.24  -0.317
F -4.19 -1.86 2.95  -0.322
F -2.20 -0.30 2.00  -0.325
F -3.97 -0.25 0.74  -0.317
H -2.60 3.23 1.92  0.233
H -1.53 1.88 1.70  0.222
H -0.04 1.52 3.80  0.152
H -5.39 -0.26 2.88  0.149
C 1.74 -4.21 1.66  -0.136
C 0.95 -5.53 1.65  0.595
C 0.79 -6.22 0.30  0.520
F 0.12 -5.44 -0.57  -0.313
F 0.08 -7.37 0.47  -0.330
F -0.26 -5.34 2.22  -0.310
F 1.64 -6.40 2.45  -0.335
O 0.99 -3.02 1.62  -0.509
C 0.57 -2.53 0.40  0.847
C -0.96 -2.53 0.33  0.497
F -1.44 -3.78 0.51  -0.329
F -1.36 -2.10 -0.88  -0.318
F 1.13 -3.21 -0.61  -0.310
F 1.02 -1.25 0.32  -0.311
H 2.24 -4.18 2.63  0.223
H 2.53 -4.21 0.91  0.214
H 1.77 -6.48 -0.12  0.141
H -1.36 -1.87 1.11  0.163

ORCA calculation (the ωB97M-V functional and the def2-TZVPD basis) on a molecular structure, C2HO3PS in a non-equilibrium geometry.

The value obtained for the energy relative to the best compared isomer or geometry (same formula, charge and spin) is 0.735 eV. The total charge is -2. The expectation value of S² is 2.0195. The calculation puts the HOMO-LUMO gap (alpha / beta) at 3.818 / 4.741 eV. As for the largest force on an atom: 0.093 Eh/bohr. For the HOMO energy (alpha / beta), the calculation gives 2.08 / 1.15 eV. The multiplicity is 3. The calculation puts the LUMO energy (alpha / beta) at 5.89 / 5.89 eV.

Last column: natural (NBO) charge in e.
Cartesian coordinates (Å):
C 0.85 0.02 -0.18  -0.145
C -0.48 -1.38 -0.27  -0.382
O 0.89 0.46 -1.50  -0.818
O -1.13 0.11 1.60  -1.089
O 1.05 0.81 2.60  -1.172
P 0.18 0.82 1.33  1.573
S -1.32 -1.09 -1.67  -0.386
H -0.04 0.25 -1.92  0.419